Entry 1:
The following is a quantum chemistry calculation of one molecule with the formula C2H4N2P2 at a distorted geometry, from the OMol25 dataset.

Results
DFT total energy (eV): -23693.2629
LUMO level (eV): -0.14
Energy above the lowest of the compared OMol25 structures with the same formula, charge and spin (kJ/mol): 160.0
Orbital gap (eV): 9.4
SMILES: PC1=[PH]=CN=N1
M (g mol⁻¹): 118.02

Structure (XYZ):
```
10
Properties=species:S:1:pos:R:3:forces:R:3
P 0.75972 1.62838 -1.07605 0.389 -0.798 1.617
C 0.28150 0.07526 -0.18375 1.724 -1.321 -0.960
P -1.26808 -0.43417 0.48465 -0.613 1.026 1.756
C -0.42245 -1.92167 0.97840 -2.267 -1.458 -0.255
N 0.80617 -1.96162 0.70437 0.333 -0.612 0.370
N 1.19162 -0.81782 0.10250 1.591 2.405 -1.096
H 2.15773 1.61875 -0.47874 -1.800 0.349 -0.391
H -0.06742 2.16746 -0.01485 0.943 0.866 -0.491
H -1.93842 -0.91981 -0.58929 -0.546 -0.533 -1.103
H -0.96518 -2.82149 1.25352 0.248 0.075 0.553
```
Positions in Å, forces in eV/Å.

Entry 2:
The following is a quantum chemistry calculation of H17O9 as an isolated structure at a distorted geometry, from the OMol25 dataset.

Results
DFT total energy (eV): -18699.8022
LUMO level (eV): 2.98
Energy above the lowest of the compared OMol25 structures with the same formula, charge and spin (kJ/mol): 648.7
Orbital gap (eV): 7.9
Charge: -1
M (g mol⁻¹): 161.13

Structure (XYZ):
```
26
Properties=species:S:1:pos:R:3:forces:R:3
O 7.44900 0.78100 37.96300 -5.028 11.637 6.644
H 7.48600 1.63100 38.31500 1.040 2.560 0.573
O 6.27200 0.51800 40.19500 1.118 0.025 -2.112
H 6.97500 0.01000 40.60900 -0.496 -0.867 0.312
H 6.75700 0.65800 39.28100 -1.803 -1.132 1.825
O 5.18900 -0.08700 37.54500 1.514 -1.250 1.319
H 4.52100 0.27300 37.04200 -2.257 1.196 -1.754
H 5.95800 0.51700 37.50300 -0.937 -1.049 0.183
O 7.53700 1.71800 41.85800 3.540 1.151 5.494
H 8.43000 1.44900 42.32600 -2.755 0.742 -2.068
H 7.43000 1.39800 40.99900 -0.107 -0.682 -2.072
O 5.98200 2.97200 37.10500 1.007 -2.019 2.318
H 5.86800 3.07100 36.18800 -0.183 -0.123 -1.985
H 6.31400 2.00100 37.23500 -0.991 2.937 -0.810
O 10.18200 0.65200 37.91100 -0.007 1.121 -0.001
H 9.29300 0.97400 37.67800 0.287 -1.052 -0.038
H 10.51700 1.46500 38.30000 0.603 0.014 0.210
O 8.01700 5.00900 37.61600 -0.078 -2.348 -1.761
H 7.57900 4.18400 37.22200 -0.822 1.341 1.494
H 8.78300 4.82700 37.05400 0.807 1.043 0.361
O 7.21300 1.03500 35.20700 -6.487 -1.346 5.504
H 7.45500 0.78100 36.18500 -0.498 0.145 -3.259
H 7.97200 1.19200 34.84300 7.026 1.261 -3.483
O 8.14900 -0.93700 37.16000 2.220 -2.629 -2.187
H 7.70600 0.06400 37.49400 5.042 -8.713 -4.742
H 7.32100 -1.31100 37.34200 -1.755 -1.960 0.036
```
Positions in Å, forces in eV/Å.

Entry 3:
The following is a quantum chemistry calculation of C35H53N4OP2STi as an isolated structure at a distorted geometry, from the OMol25 dataset.

Results
DFT total energy (eV): -97684.5964
LUMO level (alpha / beta) (eV): -2.73 / -3.00
Energy above the lowest of the compared OMol25 structures with the same formula, charge and spin (kJ/mol): 247.5
Spin multiplicity: 3
Orbital gap (alpha / beta) (eV): 6.0 / 6.6
Charge: +1
M (g mol⁻¹): 687.72

Structure (XYZ):
```
97
Properties=species:S:1:pos:R:3:forces:R:3
C 1.73812 1.55330 -1.86619 0.219 0.403 0.142
C 1.65966 2.01504 0.38974 0.189 0.214 -0.694
C 2.57461 2.64206 -2.08709 -0.251 -0.195 -0.400
C 2.62717 3.01080 0.28735 0.265 0.441 -0.291
C 3.09309 3.32718 -0.99166 0.518 -0.335 0.527
H 2.76968 2.93790 -3.11662 -0.061 0.160 0.309
H 2.91713 3.58520 1.17202 -0.300 0.032 -0.424
H 3.81045 4.13814 -1.12232 -0.230 -0.201 -0.011
N 1.54561 1.09412 -0.60609 -1.612 1.306 0.150
P 0.60571 -0.80218 -2.60263 -0.369 0.809 -0.616
P 0.27278 0.80831 2.70956 -1.851 -0.536 -1.677
C 0.79691 1.00163 -2.91575 0.530 -0.062 -0.302
H -0.19765 1.48030 -2.83083 0.538 -0.098 0.397
H 1.16390 1.23453 -3.92260 -0.143 -0.071 0.278
C 0.45545 2.19636 1.27080 2.972 -0.568 2.848
H 0.54774 3.14929 1.80404 0.205 -0.208 -0.425
C -0.86751 1.84951 3.86326 0.061 -0.291 0.202
C 1.48706 -0.39455 3.55764 0.721 1.493 0.160
C -1.01885 -1.22697 -3.42494 0.490 -0.050 -0.368
C 2.11897 -1.42900 -3.56205 -0.239 -0.170 0.073
C -2.27557 1.29541 3.56378 -0.235 0.088 0.270
H -2.33622 0.20839 3.71533 0.057 0.279 -0.043
H -2.99625 1.77875 4.24135 0.092 -0.096 -0.124
H -2.58704 1.51826 2.53171 0.185 -0.130 0.328
C -0.49142 1.68527 5.34362 -0.269 0.079 0.262
H -0.54492 0.65440 5.70859 0.053 0.375 -0.081
H 0.50234 2.10746 5.54782 -0.362 -0.163 -0.027
H -1.20855 2.27354 5.93784 0.139 -0.209 -0.123
C -0.88481 3.37716 3.63725 0.055 -0.078 -0.191
H -1.58183 3.81244 4.37081 0.190 -0.167 -0.201
H 0.10071 3.82798 3.81909 -0.183 -0.070 -0.055
H -1.24617 3.67124 2.64424 0.090 -0.077 0.322
C 0.64812 -1.39280 4.37503 -0.197 0.080 -0.061
H -0.04978 -1.93809 3.72213 0.225 0.206 0.198
H 1.32715 -2.12261 4.84228 -0.048 0.206 -0.142
H 0.07088 -0.92408 5.17980 0.249 -0.214 -0.285
C 2.27783 -1.17501 2.49646 -0.155 0.032 -0.051
H 1.62611 -1.79309 1.85556 0.150 0.302 0.312
H 2.88369 -0.50954 1.86439 -0.079 -0.158 0.103
H 2.95764 -1.86614 3.02123 -0.104 0.242 -0.167
C 2.46214 0.43085 4.39941 0.551 -0.550 0.431
H 1.97463 0.93079 5.24200 0.176 -0.165 -0.284
H 3.22725 -0.24401 4.81203 0.015 0.244 0.045
H 2.96622 1.18281 3.77546 -0.082 -0.197 0.207
C 1.93604 -2.91179 -3.91605 0.299 -0.164 -0.099
H 2.89033 -3.28179 -4.32228 -0.227 0.044 0.119
H 1.69317 -3.51747 -3.03336 0.009 0.113 -0.274
H 1.17945 -3.06527 -4.69671 0.210 0.060 0.237
C 3.33933 -1.27548 -2.63864 0.068 -0.103 0.023
H 3.51352 -0.22981 -2.35973 -0.008 -0.201 -0.038
H 3.24400 -1.87331 -1.72667 0.051 0.099 -0.142
H 4.22522 -1.62820 -3.18769 -0.172 0.092 0.158
C 2.40430 -0.63186 -4.84841 0.056 -0.124 -0.125
H 3.18593 -1.16645 -5.40751 -0.145 0.107 0.138
H 1.53375 -0.54731 -5.50719 0.259 0.036 0.157
H 2.79500 0.37051 -4.63652 -0.061 -0.240 -0.059
C -2.14508 -0.41271 -2.75618 0.003 -0.140 -0.025
H -2.08337 0.65209 -3.02062 -0.103 -0.279 0.149
H -3.10740 -0.79781 -3.13217 0.246 0.147 0.034
H -2.15430 -0.47950 -1.65544 0.028 0.020 -0.414
C -1.28194 -2.72820 -3.22307 -0.123 -0.014 -0.111
H -1.28685 -2.99427 -2.15956 0.106 0.084 -0.291
H -2.27371 -2.96137 -3.63955 0.182 -0.014 0.089
H -0.54592 -3.35933 -3.73521 -0.307 0.180 0.186
C -0.95665 -0.88567 -4.91945 -0.507 -0.137 -0.165
H -0.68824 0.16705 -5.08982 -0.056 -0.299 0.018
H -0.26712 -1.53603 -5.47479 -0.207 0.208 0.201
H -1.96146 -1.04024 -5.34051 0.215 0.063 -0.039
Ti 0.17047 -0.46028 -0.07225 0.296 -0.816 0.159
C 0.97451 -2.27700 -0.42580 1.922 -4.625 0.076
O 1.35268 -3.39599 -0.58851 -1.259 3.279 0.237
N -1.16947 0.89717 0.06153 0.495 2.823 0.436
C -0.79038 2.05921 0.51967 -2.578 -2.388 -1.703
C -1.66786 3.21310 0.25080 0.000 0.752 0.183
C -3.04243 2.95274 0.13684 0.111 0.483 -0.061
C -1.15989 4.51824 0.09615 -0.502 -0.408 0.009
C -3.91907 3.99619 -0.14452 0.423 0.124 -0.018
H -3.38536 1.92627 0.27726 0.075 0.346 -0.068
C -2.03774 5.55841 -0.21285 -0.279 -0.250 0.033
H -0.08637 4.69635 0.20889 -0.340 0.023 -0.085
C -3.41193 5.29294 -0.33582 0.180 -0.107 0.056
H -4.98707 3.78458 -0.20993 0.270 0.226 -0.039
H -1.64828 6.57014 -0.34585 -0.224 -0.301 -0.001
H -4.09399 6.10416 -0.58107 0.131 -0.132 0.086
C -0.15669 -4.76145 1.98223 0.205 -0.053 0.155
N -1.17868 -4.57035 0.96342 -0.466 0.204 -0.180
C -1.75641 -5.58659 0.21302 -0.168 0.542 -0.136
C -2.67226 -5.01751 -0.60914 0.293 0.249 0.286
N -2.63682 -3.65243 -0.34988 0.265 -0.046 0.742
C -1.73031 -3.37973 0.63868 -0.091 -0.324 -0.557
S -1.36278 -1.85998 1.34947 -0.755 -0.528 0.138
H 0.82722 -4.46886 1.59928 -0.257 -0.055 0.063
H -0.39280 -4.16253 2.86759 -0.014 -0.142 -0.245
H -0.14307 -5.82112 2.24576 0.017 0.183 -0.001
H -1.45471 -6.60448 0.35272 -0.033 -0.179 -0.082
H -3.33588 -5.44612 -1.33864 0.043 -0.019 0.027
H -3.21484 -2.93122 -0.77477 0.259 -0.332 0.240
```
Positions in Å, forces in eV/Å.

Entry 4:
The following is a quantum chemistry calculation of one molecule with the formula C3H2ClNO at a distorted geometry, from the OMol25 dataset.

Results
DFT total energy (eV): -19201.8425
LUMO level (eV): -0.02
Energy above the lowest of the compared OMol25 structures with the same formula, charge and spin (kJ/mol): 77.2
Orbital gap (eV): 11.1
SMILES: N#C[C@H](Cl)C=O
M (g mol⁻¹): 103.51

Structure (XYZ):
```
8
Properties=species:S:1:pos:R:3:forces:R:3
N -2.04975 0.38663 -1.43132 -1.943 0.485 -1.138
C -0.98059 0.13730 -1.15687 1.451 0.029 2.088
C 0.22747 -0.17129 -0.39219 -1.641 -0.952 0.761
Cl 0.30922 -1.94725 -0.26544 0.121 -0.269 0.081
C 0.39132 0.40774 1.06573 0.431 -0.723 0.393
O 0.66964 1.54228 1.30966 -0.435 -0.661 -0.310
H 1.03272 0.10218 -0.96319 2.268 0.878 -1.142
H 0.39998 -0.45760 1.83361 -0.252 1.214 -0.733
```
Positions in Å, forces in eV/Å.